2 unconnected molecules or ions with the total composition C14H16, computed with ωB97M-V/def2-TZVPD.

CARTESIAN COORDINATES (ANGSTROEM)
C1 2.952 2.081 0.846
C2 1.666 -0.415 1.108
C3 -3.722 -1.326 0.340
C4 -2.345 0.402 -0.698
C5 1.027 0.775 1.429
C6 1.600 2.013 1.186
C7 -2.190 -1.871 -1.459
C8 -3.339 -0.012 0.180
C9 3.727 3.366 0.897
C10 -3.094 -2.260 -0.496
C11 3.575 0.889 0.467
C12 -1.577 -2.889 -2.381
C13 2.945 -0.342 0.592
C14 -1.806 -0.535 -1.570
H1 -1.603 -2.547 -3.414
H2 3.555 -1.220 0.447
H3 -0.520 -3.064 -2.188
H4 -3.819 0.729 0.802
H5 4.764 3.184 1.183
H6 3.755 3.944 -0.019
H7 -3.355 -3.307 -0.391
H8 -1.117 -0.265 -2.366
H9 1.077 2.959 1.316
H10 -2.061 -3.868 -2.363
H11 3.324 3.970 1.712
H12 -0.026 0.748 1.614
H13 -2.223 1.460 -0.916
H14 -4.468 -1.705 1.025
H15 4.598 0.982 0.115
H16 1.137 -1.342 1.247

Atoms 1-6, force components in eV/Å:
C -0.1167 -0.5297 -0.6480
C 0.0767 0.5078 0.1511
C 0.9189 -0.8572 -1.0324
C -0.7245 -0.2539 -1.2441
C -0.7223 0.2639 -1.3446
C 0.8810 0.1674 0.5369

Charge   0
SMILES string   Cc1ccccc1.Cc1ccccc1
Energy   -543.0545 a.u.
Energy above the lowest of the compared OMol25 structures with the same formula, charge and spin   11.5 kcal/mol
HOMO-LUMO gap   9.86 eV
LUMO   0.943 eV
Max |F|   1.6 eV/A

These are the Mulliken partial charges, in e, on atoms 1 to 5: atom 1 (C): 0.66, atom 2 (C): -0.43, atom 3 (C): -0.59, atom 4 (C): -0.74, atom 5 (C): -0.50